103
Properties=species:S:1:pos:R:3 method="wB97M-V/def2-TZVPD" charge=0 smiles="O=C1c2ccccc2C(=O)c2ccccc21.O=C1c2ccccc2C(=O)c2ccccc21.O=C1c2ccccc2C(=O)c2ccccc21.NCCCCCCOCCN" largest_force_ev_per_a=0.352 lumo_ha=-0.0411
O -0.527 -0.430 -0.262
C -0.571 0.024 -1.385
C -1.307 -0.680 -2.475
C -1.955 -1.874 -2.186
C -2.660 -2.535 -3.177
C -2.723 -2.002 -4.460
C -2.075 -0.815 -4.755
C -1.362 -0.151 -3.765
C -0.662 1.121 -4.110
O -0.678 1.559 -5.240
C 0.057 1.835 -3.015
C 0.684 3.042 -3.296
C 1.337 3.732 -2.290
C 1.376 3.214 -0.999
C 0.768 2.003 -0.717
C 0.097 1.315 -1.720
H -1.898 -2.273 -1.183
H -3.162 -3.467 -2.948
H -3.280 -2.512 -5.234
H -2.113 -0.392 -5.749
H 0.645 3.432 -4.304
H 1.814 4.678 -2.507
H 1.868 3.767 -0.211
H 0.790 1.590 0.283
O -2.036 4.693 6.546
C -1.298 4.846 5.597
C -0.205 5.859 5.622
C -0.022 6.621 6.767
C 1.004 7.548 6.823
C 1.858 7.714 5.739
C 1.677 6.961 4.592
C 0.644 6.037 4.525
C 0.460 5.246 3.275
O 1.187 5.405 2.314
C -0.643 4.243 3.245
C -0.849 3.504 2.088
C -1.830 2.529 2.052
C -2.624 2.300 3.170
C -2.446 3.056 4.316
C -1.458 4.031 4.359
H -0.688 6.476 7.606
H 1.146 8.139 7.719
H 2.672 8.423 5.794
H 2.341 7.074 3.748
H -0.235 3.698 1.220
H -1.977 1.944 1.153
H -3.389 1.535 3.143
H -3.066 2.898 5.188
O 4.342 5.391 5.414
C 5.261 4.608 5.296
C 6.270 4.438 6.380
C 6.131 5.175 7.549
C 7.046 5.019 8.576
C 8.103 4.126 8.440
C 8.250 3.393 7.275
C 7.335 3.547 6.240
C 7.518 2.754 4.990
O 8.467 2.012 4.853
C 6.493 2.904 3.918
C 6.618 2.149 2.759
C 5.670 2.261 1.758
C 4.593 3.127 1.910
C 4.462 3.887 3.059
C 5.413 3.778 4.067
H 5.302 5.863 7.642
H 6.936 5.593 9.486
H 8.814 4.002 9.246
H 9.068 2.698 7.153
H 7.460 1.479 2.656
H 5.767 1.671 0.856
H 3.852 3.209 1.128
H 3.629 4.565 3.182
N -8.245 -9.437 -5.027
C -7.296 -8.464 -5.587
C -6.248 -9.155 -6.460
C -4.897 -8.450 -6.432
C -4.907 -7.047 -7.047
C -3.731 -6.204 -6.557
C -3.908 -5.737 -5.106
O -3.018 -6.316 -4.178
C -1.649 -6.043 -4.399
C -0.938 -5.926 -3.061
N 0.511 -6.111 -3.132
H -8.790 -9.010 -4.292
H -8.892 -9.743 -5.741
H -7.814 -7.703 -6.178
H -6.803 -7.974 -4.746
H -6.133 -10.169 -6.077
H -6.608 -9.209 -7.490
H -4.160 -9.046 -6.975
H -4.558 -8.384 -5.393
H -5.843 -6.536 -6.809
H -4.851 -7.135 -8.134
H -2.830 -6.817 -6.629
H -3.607 -5.335 -7.203
H -4.904 -6.014 -4.757
H -3.845 -4.646 -5.048
H -1.187 -6.863 -4.961
H -1.516 -5.129 -4.990
H -1.115 -4.950 -2.612
H -1.349 -6.694 -2.407
H 0.722 -6.984 -3.601
H 0.928 -5.384 -3.700